(1)
61
Properties=species:S:1:pos:R:3:forces:R:3:lowdin_charge:R:1 method="wB97M-V/def2-TZVPD" s_squared=0.75 total_charge=-3 homo_lumo_gap_ev="2.432 / 3.821" multiplicity=2 homo_energy_ev="3.1753 / 1.7838"
N -1.819046 1.497009 1.245746 -0.472 0.766 0.457 0.28
H -2.796257 1.751679 1.228462 -0.826 -0.286 -0.459 0.09
H -1.602373 1.167147 0.316046 0.110 -0.268 -1.243 0.06
H -1.565142 0.756157 1.883527 0.352 -1.023 1.074 0.05
H -1.302328 2.340458 1.449901 0.273 0.087 -0.157 0.05
N -2.836245 -2.003993 -0.719193 -0.794 -2.037 -0.950 0.29
H -3.309753 -1.675660 0.110313 -0.470 1.371 2.766 0.04
H -2.087728 -1.392458 -1.012183 1.198 2.137 -0.457 0.05
H -3.541409 -2.054043 -1.440533 0.040 0.072 -0.411 0.12
H -2.492258 -2.931439 -0.515149 0.218 -0.240 0.025 0.12
N 0.786359 -0.549130 0.205611 1.264 -0.670 -0.639 0.29
H 1.465109 0.196183 0.143084 0.051 0.258 0.332 0.08
H 1.190354 -1.448346 -0.014132 0.119 -0.601 -0.818 0.09
H 0.039497 -0.325641 -0.436537 -1.184 0.431 -1.147 0.04
H 0.398325 -0.644844 1.133175 -0.984 0.617 2.341 0.04
C 2.358364 4.673870 1.043786 -2.984 -1.865 -0.153 -0.70
F 2.529976 4.880331 -0.244745 0.563 0.271 -0.863 0.14
F 3.518980 4.431847 1.608913 0.712 0.520 0.541 0.14
F 1.716351 5.733065 1.539173 0.888 0.597 0.437 0.11
S 1.125446 3.233825 1.320622 -4.577 -1.767 1.588 0.57
O 1.730924 1.980361 0.827440 0.765 1.937 0.372 -0.35
O 0.808976 3.234812 2.784203 2.188 0.385 -1.882 -0.35
O -0.171754 3.542646 0.634231 3.440 0.783 -0.034 -0.35
O -1.348426 0.222174 -1.346394 -0.942 -0.017 0.584 -0.41
C -2.097473 1.109981 -2.158432 -0.006 0.323 1.049 -0.35
C -3.582708 1.605832 -1.785800 -0.138 1.366 1.825 -0.44
O -3.874172 2.364662 -0.599630 1.132 -1.581 -0.895 -0.44
H -2.054046 0.662178 -3.151248 -0.742 0.045 -0.835 0.05
H -1.587850 2.069456 -2.246770 0.537 0.373 0.027 0.08
H -4.288931 0.786447 -1.919839 -0.386 -1.086 0.174 0.03
H -3.920830 2.332365 -2.524662 0.525 -0.035 -1.470 0.04
O -3.658904 -1.074088 1.825130 1.271 -0.304 -1.168 -0.40
C -2.898931 -1.657573 2.838490 -0.239 0.848 -0.598 -0.43
C -1.242154 -1.612628 2.921673 0.063 1.331 -0.637 -0.35
O -0.423591 -0.460534 2.698015 -1.383 -0.332 -0.446 -0.41
H -3.181607 -2.710171 2.853798 0.659 -1.240 0.170 0.04
H -3.415750 -1.309331 3.732761 0.709 0.463 1.234 0.05
H -0.885685 -2.341707 2.194021 -0.251 -0.863 -0.437 0.05
H -0.913884 -1.978019 3.894724 -0.567 -0.622 0.638 0.05
C -0.087848 -1.060966 -5.005180 0.120 -0.286 1.726 -0.07
C 0.322178 -1.403999 -3.517510 -0.424 1.442 -1.255 -0.28
O 1.380744 -2.273930 -3.508515 1.550 -1.418 -1.414 -0.10
C 1.644177 -3.108922 -2.427586 1.182 -2.403 -0.841 -0.45
O 0.990368 -3.071184 -1.353192 -0.358 0.133 1.208 -0.12
C 2.913916 -4.050624 -2.687263 -5.145 2.535 2.262 -0.58
F 3.976859 -3.283087 -2.446430 2.473 -0.129 -0.018 0.09
F 2.935448 -5.104588 -1.795777 0.441 0.582 -0.604 0.06
F 3.011274 -4.542128 -3.905950 0.699 -0.606 -1.286 0.11
H -0.550297 -1.961617 -5.409004 0.214 0.056 -0.502 0.06
H 0.754906 -0.671434 -5.576266 0.048 -0.341 -0.134 0.06
H -0.839898 -0.274895 -4.937185 -0.099 0.008 -0.062 0.04
H -0.585476 -1.766667 -3.035079 0.258 0.059 0.473 0.10
H 0.709570 -0.485342 -3.076953 -0.805 0.291 0.466 0.11
Cl 2.704089 0.384769 5.348131 -0.029 0.185 1.242 0.54
C 3.038147 0.543747 3.653949 0.828 0.936 -1.614 -0.69
C 4.044031 1.715778 3.266427 -1.787 -1.695 0.376 -0.61
Cl 5.739754 1.200467 3.655731 -0.384 0.553 -0.141 0.46
H 2.096020 0.720143 3.134927 -0.134 0.108 0.108 0.04
H 3.403745 -0.436577 3.348324 0.206 0.268 -0.249 0.06
H 3.732908 2.638520 3.756185 0.486 -0.161 0.353 0.06
H 3.895961 1.889656 2.200618 0.530 -0.264 -0.031 0.04

(2)
47
Properties=species:S:1:pos:R:3:forces:R:3:lowdin_charge:R:1 method="wB97M-V/def2-TZVPD" de_lowest_kj_mol=0.0 total_charge=+2 homo_lumo_gap_ev=7.023 homo_energy_ev=-14.4763
I 1.709785 -3.782014 -0.662810 -0.093 0.911 -0.083 0.48
I -0.134011 2.037331 -1.376847 -0.616 -0.896 1.560 0.96
Ga 1.256216 -1.257731 -0.875454 -1.110 -0.544 0.446 -0.02
P 2.547706 -0.397294 1.038346 1.546 0.144 0.626 0.74
C 1.695492 -0.592970 2.652151 -0.409 -0.301 -0.272 -0.21
C 4.052429 -1.406772 1.269641 0.050 -0.045 -0.157 -0.26
H 4.654808 -1.005513 2.098369 -0.250 -0.083 -0.237 0.07
H 3.946981 1.423613 1.892709 -0.344 -0.148 -0.230 0.07
H 4.648501 -1.389086 0.348735 -0.089 -0.019 0.214 0.06
H 3.579617 1.601498 0.150421 -0.037 0.029 0.264 0.06
H 1.255010 -1.596027 2.716647 0.023 0.200 0.003 0.07
H 3.780224 -2.447625 1.481866 0.031 0.245 -0.073 0.03
C 3.162328 1.320994 1.125719 -0.019 0.165 -0.344 -0.24
H 2.422798 -0.489367 3.471685 -0.114 0.076 -0.384 0.08
H 2.341400 2.010360 1.361512 0.181 -0.107 -0.085 0.04
H 0.903906 0.158559 2.778064 0.253 -0.229 0.039 0.02
P 0.242703 -1.138544 -3.194443 -0.196 -0.796 -0.889 0.71
C -1.521251 -1.633004 -3.079209 0.227 0.115 0.550 -0.22
C 0.178359 0.202974 -4.432312 0.368 0.443 0.282 -0.28
H 2.046973 -2.366975 -4.201596 -0.199 -0.179 -0.112 0.06
H 0.537433 -2.490827 -5.167411 0.115 -0.085 0.296 0.07
H 0.744731 -3.465727 -3.662011 0.092 0.213 -0.153 0.02
C 0.960709 -2.510788 -4.153932 0.241 0.105 0.123 -0.27
H 1.162399 0.683044 -4.486370 -0.197 -0.005 -0.142 0.06
H -0.070479 -0.216833 -5.418654 0.037 0.052 0.411 0.07
H -1.908588 -1.835593 -4.088581 0.221 0.102 0.273 0.08
H -2.099669 -0.823235 -2.616964 0.019 -0.217 -0.135 0.05
H -0.567236 0.954629 -4.144540 0.194 -0.255 -0.183 0.00
H -1.605225 -2.533752 -2.458946 -0.058 0.184 -0.139 0.06
C -0.537666 -0.729825 0.080645 1.755 -2.299 -1.506 -0.64
O -1.255557 -1.679825 0.278479 -0.989 1.055 0.585 0.03
C -3.573250 0.158312 2.247312 0.254 -0.281 -0.462 -0.14
Si -2.453732 1.582957 1.921136 -1.078 0.745 2.016 0.64
C -3.136447 3.058819 1.060134 0.415 -0.233 -0.400 -0.15
C -1.360209 1.989529 3.359594 0.466 -0.245 -0.414 -0.15
C -0.777164 0.690158 0.363524 -0.570 2.184 -0.549 -0.53
H -4.406197 0.546967 2.846750 0.043 -0.098 -0.065 0.07
H -3.058131 -0.637170 2.805202 -0.200 0.229 -0.152 0.06
H -3.961072 -0.265603 1.310415 -0.086 0.048 0.347 0.06
H -3.993095 3.370259 1.673500 0.075 0.087 -0.216 0.07
H -2.392340 3.865597 1.007099 -0.306 -0.124 0.049 0.06
H -3.466936 2.812373 0.041521 -0.140 0.211 0.287 0.06
H -0.976365 1.095892 3.873259 -0.172 0.298 -0.092 0.05
H -0.523195 2.645452 3.079467 -0.247 -0.051 0.231 0.06
H -2.020613 2.534354 4.052666 0.183 -0.062 -0.091 0.07
H -1.915304 0.895165 0.467139 1.186 -0.440 -0.825 0.01
H -0.116774 1.053264 1.166374 -0.456 -0.099 -0.216 0.02

Number 1: molecular weight 564.33 g/mol. Number 2: molecular weight 590.92 g/mol.